Below is a gas-phase ion, C19H24FSi (charge +1), with properties calculated with ωB97M-V/def2-TZVPD.

Properties
Charge: +1
Highest occupied orbital energy in Ha: -0.4466
Kohn-Sham gap in eV: 6.04

Atoms and positions in Å:
Si1 2.420 -1.341 1.220
F1 -4.472 -1.935 -1.094
C1 -2.548 -2.512 -2.375
C2 -3.219 -1.597 -1.561
C3 -1.643 4.873 0.551
C4 -0.154 3.417 -0.708
C5 -1.069 2.368 -0.583
C6 -0.519 0.901 -0.761
C7 -0.433 4.666 -0.121
C8 2.946 -3.143 1.263
C9 -0.689 -0.939 -2.430
C10 -0.052 0.224 0.589
C11 -2.603 3.861 0.545
C12 -2.678 -0.362 -1.152
C13 -2.340 2.609 -0.058
C14 3.104 -0.515 2.768
C15 3.132 -0.474 -0.307
C16 -1.277 -2.145 -2.814
C17 -1.358 -0.093 -1.564
C18 0.533 -1.086 1.055
C19 -0.286 -2.344 1.096
H1 -1.061 0.279 1.101
H2 2.875 0.598 -0.299
H3 2.730 -0.938 -1.223
H4 2.596 -3.695 0.379
H5 0.306 -0.651 -2.795
H6 -0.723 -2.800 -3.472
H7 0.313 5.460 -0.187
H8 -3.153 1.884 -0.096
H9 2.852 0.556 2.798
H10 -3.578 4.029 1.028
H11 4.229 -0.583 -0.288
H12 -0.126 -3.001 0.197
H13 4.199 -0.618 2.767
H14 2.578 -3.654 2.165
H15 -3.014 -3.464 -2.652
H16 -0.027 -2.940 1.999
H17 -1.381 -2.137 1.148
H18 0.717 1.021 0.876
H19 4.046 -3.177 1.278
H20 2.710 -0.993 3.677
H21 -1.847 5.850 1.034
H22 0.786 3.268 -1.261
H23 -3.301 0.296 -0.526
H24 0.479 0.977 -1.205

Below is a molecular structure, C19H24FeN2O3, with properties calculated with ωB97M-V/def2-TZVPD.

Properties
Charge: +1
⟨S²⟩: 8.829
Highest occupied orbital energy (alpha / beta) in Ha: -0.4423 / -0.4462
2S+1: 6
Kohn-Sham gap (alpha / beta) in eV: 8.09 / 5.70

Atoms and positions in Å:
Fe1 -0.102 0.317 -0.279
O1 -0.915 1.932 0.203
O2 -0.123 0.263 1.952
O3 -1.531 3.501 1.678
N1 1.462 -1.245 -0.585
N2 -1.250 -1.397 -0.647
C1 1.773 1.638 -2.004
C2 -0.561 1.526 2.543
C3 3.227 -3.602 0.177
C4 5.572 -0.697 -0.363
C5 -1.308 -3.498 -1.630
C6 4.720 0.391 -0.523
C7 0.639 2.188 3.189
C8 3.354 0.219 -0.533
C9 2.829 -1.110 -0.444
C10 -1.688 1.277 3.523
C11 0.914 -2.320 -1.127
C12 3.692 -2.210 -0.187
C13 5.055 -1.965 -0.161
C14 2.465 1.433 -0.640
C15 -0.474 -2.426 -1.169
C16 3.533 -4.646 -0.904
C17 -1.062 2.426 1.411
C18 -2.495 -1.787 -0.777
C19 -2.581 -3.107 -1.377
H1 2.167 -3.616 0.423
H2 -3.316 -1.159 -0.455
H3 2.515 1.769 -2.791
H4 -2.531 0.780 3.032
H5 3.237 -5.638 -0.565
H6 4.599 -4.669 -1.128
H7 5.728 -2.789 0.049
H8 0.359 3.185 3.523
H9 1.161 0.777 -2.312
H10 1.748 1.398 0.193
H11 -2.044 2.229 3.909
H12 1.462 2.279 2.475
H13 -0.969 -4.425 -2.065
H14 3.066 2.317 -0.435
H15 -3.491 -3.649 -1.579
H16 5.132 1.388 -0.624
H17 0.987 1.607 4.044
H18 1.143 2.529 -1.983
H19 3.010 -4.434 -1.840
H20 -0.702 -0.442 2.268
H21 6.643 -0.544 -0.353
H22 3.754 -3.885 1.090
H23 -1.347 0.664 4.361
H24 1.514 -3.092 -1.595

Below is C19H24N2O2 in the gas phase, with properties calculated with ωB97M-V/def2-TZVPD.

Properties
Relative energy (zero: lowest compared OMol25 entry of this formula, charge and spin) in eV: 0.5371
Charge: 0
Highest occupied orbital energy in Ha: -0.3153
SMILES string: COc1ccccc1[C@H](C)NCC(=O)NCc1ccc(C)cc1
Kohn-Sham gap in eV: 9.27

Atoms and positions in Å:
O1 1.166 0.730 -0.766
O2 -3.443 -1.382 0.370
N1 -0.738 -1.044 -1.897
N2 -1.371 -0.490 0.596
C1 2.576 -1.822 3.361
C2 1.928 -2.452 2.306
C3 -1.185 3.474 -2.794
C4 0.413 1.677 -1.404
C5 0.042 -0.971 2.516
C6 0.679 -2.035 1.889
C7 -0.477 3.893 -1.686
C8 -1.090 2.155 -3.211
C9 -0.164 -0.209 -2.947
C10 -0.298 1.243 -2.537
C11 3.923 -2.288 3.824
C12 1.934 -0.763 3.991
C13 -0.716 -0.523 -4.342
C14 -2.407 -0.968 -0.111
C15 0.685 -0.341 3.572
C16 -2.153 -0.885 -1.620
C17 0.321 2.999 -0.991
C18 -1.304 -0.501 2.037
C19 1.959 1.117 0.330
H1 4.490 -1.469 4.261
H2 0.205 0.487 4.074
H3 -0.508 -2.017 -2.056
H4 -1.510 0.503 2.431
H5 -1.646 1.845 -4.081
H6 -0.541 4.918 -1.352
H7 -0.534 -0.274 0.068
H8 -0.257 0.119 -5.090
H9 4.492 -2.713 3.000
H10 1.352 1.500 1.156
H11 2.410 -3.280 1.805
H12 2.701 1.869 0.043
H13 -2.101 -1.167 2.389
H14 0.189 -2.535 1.067
H15 -1.810 4.167 -3.336
H16 0.866 3.345 -0.127
H17 -1.795 -0.395 -4.375
H18 -2.472 0.114 -1.933
H19 2.467 0.212 0.660
H20 -0.490 -1.558 -4.594
H21 3.807 -3.060 4.586
H22 0.911 -0.441 -2.943
H23 -2.798 -1.619 -2.121
H24 2.420 -0.261 4.816

Below is C19H24N2O2 in the gas phase, with properties calculated with ωB97M-V/def2-TZVPD.

Properties
Relative energy (zero: lowest compared OMol25 entry of this formula, charge and spin) in eV: 0.1289
Charge: 0
Highest occupied orbital energy in Ha: -0.2830
SMILES string: CCOc1ccc(NC(=O)NCCCCc2ccccc2)cc1
Kohn-Sham gap in eV: 8.39

Atoms and positions in Å:
O1 7.034 0.595 -0.135
O2 0.556 0.006 0.786
N1 1.954 -1.646 0.019
N2 -0.267 -2.060 0.352
C1 3.386 0.317 0.351
C2 8.785 2.184 0.029
C3 -4.055 0.293 0.014
C4 -2.366 -1.441 -0.799
C5 5.569 -1.206 -0.406
C6 4.647 0.886 0.315
C7 -6.133 1.255 -1.021
C8 -8.256 1.156 0.089
C9 -6.299 0.256 1.143
C10 5.753 0.135 -0.064
C11 -1.645 -1.661 0.534
C12 3.204 -1.017 0.011
C13 0.739 -1.129 0.404
C14 4.314 -1.771 -0.369
C15 -7.656 0.521 1.163
C16 -3.841 -1.086 -0.623
C17 -7.490 1.523 -1.004
C18 7.292 1.944 0.197
C19 -5.520 0.621 0.052
H1 6.724 2.612 -0.466
H2 -5.538 1.546 -1.876
H3 9.024 3.214 0.275
H4 1.981 -2.622 -0.238
H5 4.190 -2.812 -0.636
H6 -8.249 0.234 2.020
H7 -7.951 2.021 -1.845
H8 2.537 0.908 0.648
H9 -3.651 0.297 1.026
H10 6.429 -1.786 -0.698
H11 9.078 1.983 -0.998
H12 -2.159 -2.431 1.118
H13 4.749 1.925 0.588
H14 -4.329 -1.846 -0.009
H15 6.991 2.142 1.235
H16 -3.520 1.042 -0.573
H17 -1.614 -0.734 1.107
H18 9.343 1.520 0.684
H19 -4.325 -1.095 -1.603
H20 -0.115 -2.922 -0.148
H21 -9.315 1.366 0.104
H22 -2.292 -2.356 -1.394
H23 -1.858 -0.644 -1.344
H24 -5.835 -0.237 1.986

Below is C19H24N2O6 in the gas phase, with properties calculated with ωB97M-V/def2-TZVPD.

Properties
Relative energy (zero: lowest compared OMol25 entry of this formula, charge and spin) in eV: 0.0000
Charge: 0
Highest occupied orbital energy in Ha: -0.3128
SMILES string: O=C(COC(=O)[C@@]12C[C@@H]3C[C@@H](C[C@@](O)(C3)C1)C2)NC(=O)NCc1ccco1
Kohn-Sham gap in eV: 9.09

Atoms and positions in Å:
O1 6.607 0.556 -0.133
O2 2.982 -2.821 -0.727
O3 2.264 -0.089 2.290
O4 -3.528 0.025 2.705
O5 0.313 -0.630 -1.724
O6 -0.529 -2.296 -0.489
N1 1.730 -1.738 0.837
N2 3.942 -1.093 1.123
C1 -4.232 -0.027 -0.990
C2 6.717 1.478 -1.103
C3 -1.783 -0.278 -0.563
C4 -3.329 0.271 1.325
C5 -2.849 1.975 -0.443
C6 -4.031 1.463 -1.266
C7 4.739 1.764 -0.148
C8 5.402 0.734 0.452
C9 -2.064 -0.493 0.927
C10 0.603 -3.075 -0.834
C11 -3.129 1.765 1.045
C12 2.669 -0.886 1.478
C13 -0.552 -1.044 -1.001
C14 4.997 -0.194 1.551
C15 1.907 -2.528 -0.250
C16 5.599 2.250 -1.162
C17 -1.584 1.214 -0.837
C18 -4.515 -0.240 0.496
C19 -2.974 -0.798 -1.386
H1 0.417 -4.075 -0.436
H2 -2.295 2.134 1.646
H3 -3.838 1.621 -2.329
H4 -4.670 -1.300 0.709
H5 7.626 1.486 -1.672
H6 5.407 3.059 -1.837
H7 -4.295 0.526 3.003
H8 -1.234 -0.125 1.533
H9 4.120 -1.725 0.348
H10 -4.026 2.318 1.338
H11 -5.423 0.297 0.785
H12 -4.936 2.015 -1.004
H13 4.606 0.368 2.403
H14 -2.209 -1.550 1.148
H15 0.782 -1.590 1.166
H16 -0.729 1.579 -0.265
H17 5.865 -0.783 1.860
H18 -1.362 1.365 -1.895
H19 -3.111 -1.865 -1.197
H20 0.724 -3.127 -1.921
H21 -2.771 -0.661 -2.450
H22 3.764 2.126 0.105
H23 -5.079 -0.398 -1.578
H24 -2.703 3.042 -0.637

Below is a molecular structure, C19H24N2O9RuSSi, with properties calculated with ωB97M-V/def2-TZVPD.

Properties
Relative energy (zero: lowest compared OMol25 entry of this formula, charge and spin) in eV: 2.1095
Charge: -1
⟨S²⟩: 0.780
Highest occupied orbital energy (alpha / beta) in Ha: -0.1405 / -0.1237
2S+1: 2
Kohn-Sham gap (alpha / beta) in eV: 6.24 / 5.78

Atoms and positions in Å:
Ru1 0.364 1.076 -0.785
S1 -0.861 2.031 -3.003
Si1 -3.314 1.911 -1.427
O1 0.469 2.564 -2.744
O2 6.943 2.058 3.730
O3 0.175 -1.350 -0.880
O4 -1.528 2.595 -4.152
O5 0.377 1.118 1.425
O6 -1.753 2.525 -1.694
O7 2.445 1.630 -0.479
O8 5.346 1.393 4.979
O9 -0.922 0.570 -2.911
N1 5.786 1.728 3.896
N2 0.796 -3.499 -0.680
C1 -0.499 -3.913 -1.208
C2 1.042 -2.161 -0.579
C3 -3.319 0.283 -0.522
C4 -4.349 1.838 -2.963
C5 1.305 1.206 2.181
C6 -4.034 3.145 -0.225
C7 -2.551 0.141 0.637
C8 -2.624 -1.015 1.404
C9 3.572 1.461 2.939
C10 -3.475 -2.046 1.029
C11 4.900 1.732 2.755
C12 -4.155 -0.770 -0.895
C13 3.167 1.689 0.526
C14 4.571 2.015 0.393
C15 2.406 -1.742 -0.100
C16 2.691 1.440 1.872
C17 5.402 2.029 1.457
C18 1.759 -4.505 -0.258
C19 -4.240 -1.925 -0.127
H1 1.075 1.113 3.259
H2 -2.009 -1.108 2.295
H3 2.566 -4.641 -0.984
H4 -5.415 1.846 -2.713
H5 -4.121 0.948 -3.560
H6 -0.431 -4.949 -1.540
H7 -4.971 2.754 0.194
H8 -4.113 2.706 -3.580
H9 -1.289 -3.818 -0.460
H10 2.547 -0.712 -0.401
H11 3.202 -2.365 -0.515
H12 -1.877 0.931 0.946
H13 -3.543 -2.945 1.632
H14 -3.340 3.330 0.602
H15 3.210 1.263 3.943
H16 -4.245 4.100 -0.719
H17 -4.749 -0.690 -1.803
H18 2.204 -4.250 0.703
H19 -0.775 -3.277 -2.048
H20 6.453 2.262 1.347
H21 4.928 2.236 -0.605
H22 2.456 -1.797 0.992
H23 1.243 -5.455 -0.144
H24 -4.896 -2.733 -0.432

| no. | maximum force (eV/A) |
| --- | --- |
| 1 | 3.21 |
| 2 | 0.97 |
| 3 | 0.50 |
| 4 | 0.52 |
| 5 | 0.89 |
| 6 | 2.93 |